Below is a 2-piece molecular cluster, C3H9N4 overall, with properties calculated with ωB97M-V/def2-TZVPD.

```
16
Properties=species:S:1:pos:R:3:forces:R:3:nbo_charge:R:1
C -2.436180 0.493990 -0.502877 -0.62 1.58 -0.14 0.249
C -1.192494 -1.094965 0.765880 0.58 0.25 -0.64 0.207
C 1.994373 0.234637 0.224403 -0.10 0.08 0.04 0.318
N -2.172279 1.404580 0.311518 0.26 -0.41 0.10 -0.576
N 1.293241 -0.696415 -0.279596 -1.38 -0.65 0.24 -0.793
N -1.927582 -0.799432 -0.251969 0.32 -1.26 0.43 -0.487
N 3.255598 0.558901 -0.062366 0.59 0.15 -0.14 -0.786
H -3.043678 0.540853 -1.412198 0.15 0.03 0.17 0.201
H -0.819516 -2.094332 0.916289 -0.12 -0.13 -0.10 0.243
H -0.985208 -0.313975 1.483425 -0.05 0.06 0.01 0.248
H 1.515591 0.849882 0.977749 0.12 0.22 0.12 0.169
H -2.543866 2.331473 0.132601 -0.17 -0.17 -0.31 0.395
H 1.732045 -1.287859 -0.976900 0.29 0.13 -0.03 0.354
H -2.146979 -1.513877 -0.943706 0.13 0.08 0.19 0.441
H 3.774477 0.039454 -0.753076 0.00 0.09 0.08 0.403
H 3.702450 1.347081 0.370826 0.00 -0.04 0.00 0.413
```
Positions in Å, forces in eV/Å.

## Properties
Total charge ... +1
Orbital gap ... 8.0 eV
Energy above the lowest of the compared OMol25 structures with the same formula, charge and spin ... 1.868 eV
E_tot ... -9209.7540 eV
Lowest unoccupied orbital energy ... -5.0 eV